# 1
{
  "formula": "C16H39F3N2P",
  "method": "ωB97M-V/def2-TZVPD",
  "charge": -1,
  "homo_energy_ev": -3.377,
  "symbols": ["F", "C", "F", "C", "F", "C", "C", "P", "H", "H", "H", "H", "H", "H", "H", "H", "H", "C", "C", "N", "C", "C", "C", "C", "H", "H", "H", "H", "H", "H", "H", "H", "H", "H", "H", "H", "H", "H", "H", "C", "C", "N", "C", "C", "C", "C", "H", "H", "H", "H", "H", "H", "H", "H", "H", "H", "H", "H", "H", "H", "H"],
  "positions_angstrom": [[6.5119, -4.3906, -5.6184], [6.9424, -3.0177, -5.2728], [8.4098, -2.8045, -4.9857], [6.0751, -1.8192, -5.1257], [6.4723, -0.8394, -4.0523], [4.7699, -1.4256, -6.0347], [3.5015, -1.1712, -4.9756], [2.2066, -2.5805, -5.1663], [4.4860, -2.1989, -6.8662], [5.0505, -0.4126, -6.5993], [3.0591, -0.1074, -5.2018], [3.9347, -1.2403, -3.8791], [1.9785, -2.1571, -6.5279], [1.0974, -1.7275, -4.7785], [2.3911, -2.8804, -3.7442], [3.3024, -3.4545, -5.5195], [1.3041, -3.7158, -5.3133], [-0.4376, -3.0863, -1.8040], [-0.1443, -1.7406, -1.1477], [-1.0721, -0.6762, -1.5385], [-0.6201, 0.6608, -1.1412], [-0.5147, 0.9568, 0.3507], [-2.4962, -0.9433, -1.3230], [-2.9472, -1.2718, 0.0965], [-0.4706, -2.9963, -2.8952], [0.3513, -3.8027, -1.5515], [-1.3855, -3.5118, -1.4597], [0.8707, -1.4551, -1.4522], [-0.1173, -1.8749, -0.0606], [-1.2691, 1.4163, -1.6063], [0.3670, 0.8315, -1.5901], [-1.4979, 1.0980, 0.8040], [0.0426, 1.8880, 0.5020], [0.0151, 0.1706, 0.8962], [-2.7910, -1.7750, -1.9734], [-3.0877, -0.0956, -1.6925], [-2.2876, -1.9888, 0.5925], [-3.9471, -1.7185, 0.0689], [-3.0169, -0.3767, 0.7157], [-1.5853, 4.1503, 6.7438], [-2.5502, 3.3316, 5.8915], [-2.1735, 3.2555, 4.4777], [-3.2388, 2.7236, 3.6223], [-3.6677, 1.2774, 3.8445], [-0.8297, 2.7487, 4.1892], [-0.4731, 1.3576, 4.7027], [-1.4514, 5.1574, 6.3342], [-1.9818, 4.2526, 7.7596], [-0.6039, 3.6726, 6.8245], [-3.5315, 3.8166, 5.9709], [-2.6579, 2.3357, 6.3357], [-2.9546, 2.8497, 2.5680], [-4.1235, 3.3614, 3.7475], [-2.9307, 0.5737, 3.4526], [-4.6058, 1.0864, 3.3114], [-3.8440, 1.0515, 4.9001], [-0.1009, 3.4582, 4.5981], [-0.6512, 2.7803, 3.1065], [-0.7885, 1.1970, 5.7371], [0.6137, 1.2233, 4.6720], [-0.9070, 0.5738, 4.0808]],
  "forces_ev_per_a": [[1.971, 4.739, 0.700], [-0.851, 2.786, 0.708], [-4.338, -1.668, -0.340], [1.501, -2.751, -0.405], [-0.549, -2.551, -3.657], [0.131, 1.089, 1.643], [1.791, 1.319, -0.374], [-0.208, 0.064, 0.807], [0.815, 1.025, 1.859], [-0.307, -2.134, 1.337], [0.765, -1.879, 0.573], [-0.869, 0.420, -2.126], [0.206, -0.006, -0.911], [-0.355, 0.482, 0.145], [0.052, -0.442, 0.441], [0.520, -0.375, -0.273], [-0.327, -0.124, -0.029], [-0.122, -0.024, -0.076], [-0.062, -0.066, -0.305], [-0.111, 0.445, 0.088], [0.104, -0.196, -0.426], [0.020, 0.231, 0.323], [0.250, -0.214, -0.338], [-0.282, -0.042, 0.263], [0.077, 0.055, 0.158], [-0.078, 0.169, -0.054], [0.016, 0.028, -0.007], [-0.236, 0.196, -0.007], [0.037, -0.066, 0.227], [-0.056, -0.251, 0.040], [-0.100, -0.235, 0.004], [0.039, -0.071, 0.065], [-0.028, -0.063, -0.019], [-0.073, 0.038, -0.073], [0.198, 0.015, 0.055], [0.302, 0.054, 0.038], [0.003, 0.069, -0.077], [0.065, 0.026, 0.007], [0.072, -0.066, 0.076], [0.135, -0.012, -0.017], [0.188, 0.111, -0.202], [-0.201, 0.078, -0.249], [-0.028, 0.311, 0.002], [-0.119, -0.306, -0.119], [0.113, 0.303, 0.140], [0.201, -0.288, -0.034], [0.001, -0.176, -0.019], [0.023, -0.055, -0.130], [-0.091, 0.088, -0.023], [0.048, -0.164, -0.282], [-0.041, -0.108, 0.160], [0.168, 0.001, 0.241], [0.152, 0.035, 0.153], [-0.064, 0.011, 0.107], [0.098, 0.023, 0.045], [0.053, 0.033, -0.087], [-0.167, 0.007, 0.069], [-0.310, 0.026, 0.128], [-0.017, 0.040, -0.063], [-0.112, 0.016, -0.007], [-0.014, -0.001, 0.125]]
}

---

# 2
{
  "formula": "C16H39F3N6O9",
  "method": "ωB97M-V/def2-TZVPD",
  "charge": 0,
  "homo_energy_ev": -8.229,
  "symbols": ["O", "H", "H", "H", "C", "O", "O", "C", "F", "F", "F", "C", "C", "H", "H", "H", "H", "H", "H", "O", "C", "N", "C", "H", "H", "H", "H", "H", "O", "C", "N", "C", "H", "H", "H", "H", "H", "O", "C", "N", "C", "H", "H", "H", "H", "H", "O", "C", "N", "C", "H", "H", "H", "H", "H", "O", "C", "N", "C", "H", "H", "H", "H", "H", "O", "C", "N", "C", "H", "H", "H", "H", "H"],
  "positions_angstrom": [[-0.0026, -0.1077, -0.7073], [0.5139, 0.6637, -0.9519], [-0.6787, 0.1160, -0.0636], [0.5581, -0.8192, -0.3893], [2.6724, 2.7673, -0.9371], [3.1948, 2.2258, 0.2912], [1.4874, 2.0389, -1.1419], [2.5719, 4.3927, -0.7590], [1.5745, 4.7547, 0.0299], [3.7820, 4.8613, -0.2755], [2.4054, 5.0085, -1.9943], [2.7720, 2.6328, 1.5609], [2.9944, 1.5391, 2.5347], [2.5856, 0.6448, 2.0643], [4.0138, 1.1535, 2.5494], [2.6010, 1.6641, 3.5435], [1.6883, 2.7473, 1.5837], [3.1569, 3.5842, 1.9281], [3.4645, 2.5868, -1.6638], [-1.6072, -4.7971, -2.7189], [-0.5772, -4.4111, -2.2108], [-0.3812, -4.3722, -0.9003], [0.6162, -4.1463, -3.1790], [-1.1594, -4.6722, -0.3307], [0.2527, -3.7637, -0.4022], [0.2944, -3.9144, -4.1943], [1.2506, -4.9861, -3.4625], [1.1994, -3.3289, -2.7548], [0.0590, 0.1109, 2.1851], [-0.3243, -0.4248, 3.2258], [0.0194, -1.6772, 3.5718], [-1.2758, 0.3404, 4.1272], [-0.3856, -2.2237, 4.3184], [0.4116, -2.2175, 2.8139], [-0.7985, 1.2034, 4.5914], [-1.6119, -0.3363, 4.9128], [-2.1786, 0.6453, 3.5978], [-1.0731, 2.7206, -5.4482], [-0.4893, 2.3081, -4.4784], [-0.4954, 2.9841, -3.3927], [0.2737, 0.9722, -4.5184], [-0.7344, 3.9651, -3.4196], [0.2043, 2.7484, -2.7036], [1.3236, 1.0389, -4.8035], [-0.2636, 0.1975, -5.0654], [0.3104, 0.5634, -3.5087], [-2.1089, 1.6210, -0.1994], [-2.2067, 2.8195, 0.0185], [-1.2352, 3.6055, 0.3644], [-3.5391, 3.4373, -0.1972], [-0.3632, 3.0966, 0.3388], [-1.4579, 4.5608, 0.6054], [-4.1559, 2.5787, -0.4629], [-3.5962, 3.9670, -1.1481], [-4.0388, 3.9347, 0.6340], [1.5765, -2.3610, 0.4581], [2.1901, -2.6898, 1.4328], [2.7359, -1.7892, 2.1493], [2.5105, -4.2048, 1.6528], [3.1113, -2.1004, 3.0338], [2.7171, -0.8332, 1.8242], [3.5044, -4.4467, 1.2762], [1.8340, -4.9401, 1.2173], [2.5952, -4.2469, 2.7387], [-2.0920, -1.6306, 0.1139], [-3.2704, -2.0996, 0.0453], [-3.5208, -3.1207, -0.6657], [-4.3844, -1.4608, 0.8004], [-4.4686, -3.2101, -1.0030], [-2.7049, -3.4850, -1.1365], [-3.7230, -1.1024, 1.5892], [-5.1262, -2.1780, 1.1519], [-4.9982, -0.7030, 0.3136]],
  "forces_ev_per_a": [[-0.704, -1.372, -0.873], [1.795, 2.331, -0.309], [-1.181, 0.388, 0.738], [0.614, -0.762, 0.662], [-2.772, -1.375, 1.734], [1.950, 0.310, 0.177], [0.950, 2.361, -0.760], [1.250, -1.703, -1.867], [0.061, 0.546, 0.165], [-1.587, -0.208, -0.254], [-0.028, -0.578, 1.477], [-1.548, 0.654, 0.028], [1.101, -2.096, -0.380], [-1.078, 0.574, 0.294], [0.672, 0.841, 0.487], [-0.022, 0.176, -0.203], [-0.387, 0.258, -0.320], [0.539, 0.165, -0.317], [-0.014, 0.110, -0.221], [-1.311, -0.122, 0.302], [1.574, -0.894, -3.164], [0.002, 0.057, 1.994], [-0.245, 0.687, 0.443], [-0.066, 0.025, -0.171], [0.462, 0.210, -0.456], [-0.712, 0.660, 0.378], [0.063, -0.434, 1.157], [0.398, -0.054, -0.308], [0.143, -0.798, 0.660], [-0.903, 1.968, -1.102], [0.290, -1.102, -0.126], [-0.009, -0.921, 0.699], [-0.173, 0.549, -0.082], [-0.047, 0.142, 0.179], [0.029, -0.023, -0.214], [-0.049, 0.161, 0.307], [0.325, 0.104, -0.313], [-0.916, 0.174, -2.012], [0.503, -2.258, -3.248], [1.054, 1.861, 4.374], [-0.401, -0.329, 1.350], [-0.229, -0.235, -0.293], [0.172, -0.141, 0.694], [-0.213, 0.321, -0.411], [0.082, 0.465, -0.514], [0.085, 0.090, 0.275], [0.901, -0.827, 0.092], [-2.330, -0.760, -0.643], [1.160, 0.410, 0.508], [-1.729, -0.811, -0.832], [0.923, 0.891, 0.277], [0.856, -0.226, -0.114], [-0.257, -0.066, 0.385], [0.365, 0.741, 0.297], [0.419, 0.356, -0.075], [-2.589, 0.550, -3.132], [0.487, -3.942, -2.316], [2.056, 0.834, 3.178], [0.310, 1.422, 1.192], [0.355, 0.831, -0.071], [-0.103, -0.136, 0.413], [0.053, 0.377, -0.142], [-0.330, 0.529, 0.207], [-0.137, -0.938, 0.177], [-1.986, -1.010, 0.487], [2.971, 4.309, 1.059], [-0.850, -2.944, -2.064], [0.138, -0.122, 0.774], [0.344, -0.673, -0.146], [-0.499, -0.391, -0.796], [-1.081, 0.749, 0.600], [0.284, -0.257, 0.261], [0.753, 0.321, -0.231]]
}

---

> What is the formula in the first record?

C16H39F3N2P

---

> What is the formula in the first record?

C16H39F3N2P